Arrangement a

{
  "formula": "CHNO3S",
  "method": "ωB97M-V/def2-TZVPD",
  "elements": ["C", "N", "O", "O", "O", "S", "H"],
  "positions_angstrom": [[-0.15408, 0.38984, 0.28304], [-1.16041, 0.46539, -0.27195], [-3.66269, 1.14486, 0.70668], [-3.71878, -0.26672, -1.37261], [-3.21054, -1.31500, 0.69011], [-3.42528, -0.11335, -0.02536], [0.63660, 0.31483, 0.93261]],
  "lowdin_charge": [0.075, 0.079, -0.287, -0.237, -0.257, 0.569, 0.059],
  "homo_energy_ha": -0.422
}

=====

Arrangement b

{
  "formula": "CHNO3S",
  "method": "ωB97M-V/def2-TZVPD",
  "elements": ["O", "N", "O", "C", "O", "S", "H"],
  "positions_angstrom": [[1.76695, 1.23735, -0.36986], [1.94420, 0.19388, 0.21507], [0.86615, -0.59982, 0.34692], [-0.41004, -0.40529, 0.10847], [-0.96196, 0.72386, -0.04571], [-1.31551, -1.72872, -0.13449], [-1.88979, 0.57874, -0.12038]],
  "lowdin_charge": [0.072, 0.027, -0.051, -0.992, 0.088, 0.767, 0.089],
  "smiles": "O=NOC(O)=S",
  "homo_energy_ha": -0.345
}

=====

Which one sits at the top of the stability order? arrangement a does.

=====

Arrangement a

{
  "formula": "CH5NO2S",
  "method": "ωB97M-V/def2-TZVPD",
  "elements": ["C", "S", "N", "O", "O", "H", "H", "H", "H", "H"],
  "positions_angstrom": [[-0.98565, 0.94231, 0.40080], [0.79603, -0.01596, 0.26949], [0.58980, -1.25606, -0.91021], [1.71350, 0.98347, -0.17825], [0.88641, -0.69400, 1.53086], [-1.18988, 1.11669, -0.65178], [-1.79456, 0.40208, 0.82959], [-0.53866, 1.70696, 1.11273], [0.26732, -1.03195, -1.88318], [0.25569, -2.15354, -0.52004]],
  "lowdin_charge": [-0.079, 0.581, -0.118, -0.319, -0.345, 0.032, 0.024, 0.068, 0.085, 0.071],
  "smiles": "CS(N)(=O)=O",
  "homo_energy_ha": -0.380
}

=====

Arrangement b

{
  "formula": "CH5NO2S",
  "method": "ωB97M-V/def2-TZVPD",
  "elements": ["C", "N", "O", "O", "S", "H", "H", "H", "H", "H"],
  "positions_angstrom": [[-0.27788, 0.15648, -0.75576], [0.31611, -0.02978, 0.58457], [-1.81364, -1.39783, 0.26000], [-2.24464, 1.09171, 0.64768], [-2.08615, 0.11141, -0.41379], [-0.02799, -0.68646, -1.44466], [-0.12069, 0.99536, -1.36955], [1.22011, 0.33068, 0.78705], [-0.94990, -1.32724, 0.74572], [-0.31436, 0.38864, 1.20720]],
  "lowdin_charge": [-0.365, -0.035, -0.349, -0.481, 0.928, 0.102, 0.058, 0.083, 0.034, 0.025],
  "homo_energy_ha": -0.371
}

=====

Which one sits at the top of the stability order? arrangement b does.

=====

Arrangement a

{
  "formula": "C5H4",
  "method": "ωB97M-V/def2-TZVPD",
  "elements": ["C", "C", "C", "C", "C", "H", "H", "H", "H"],
  "positions_angstrom": [[-0.63181, 0.76771, -0.81501], [0.69498, -0.05748, 0.87628], [0.13764, -1.21115, 0.12673], [0.63972, -0.00104, -0.58775], [-0.71224, -0.03321, 0.45283], [-0.57706, 1.84698, -0.71045], [-1.26617, 0.46030, -1.64213], [1.58666, 0.49877, 2.20664], [0.12827, -2.27086, 0.09286]],
  "lowdin_charge": [-0.053, -0.198, -0.120, -0.100, -0.105, 0.103, 0.102, 0.259, 0.111],
  "homo_energy_ha": -0.366
}

=====

Arrangement b

{
  "formula": "C5H4",
  "method": "ωB97M-V/def2-TZVPD",
  "elements": ["C", "C", "C", "C", "C", "H", "H", "H", "H"],
  "positions_angstrom": [[-0.81503, -0.50126, 1.93936], [-0.13226, -0.57381, 0.83778], [0.60788, -0.36627, -0.25781], [0.17939, 0.50706, -1.28376], [-0.12954, 1.27881, -2.15635], [-1.52485, -1.24415, 2.33977], [0.59223, -0.29959, 1.79003], [1.61576, -0.76268, -0.28082], [-0.39360, 1.96188, -2.92821]],
  "lowdin_charge": [0.099, -0.245, -0.164, -0.167, 0.104, 0.065, 0.181, 0.108, 0.019],
  "homo_energy_ha": -0.292
}

=====

Arrangement c

{
  "formula": "C5H4",
  "method": "ωB97M-V/def2-TZVPD",
  "elements": ["C", "C", "C", "C", "C", "H", "H", "H", "H"],
  "positions_angstrom": [[-3.19969, 0.01867, 0.01426], [-1.98844, -0.07328, -0.02537], [-0.59547, -0.08824, -0.09124], [0.61940, -0.06304, -0.03164], [2.06263, 0.02104, 0.02718], [-4.25073, 0.11866, 0.08831], [2.38999, 1.03741, -0.12092], [2.47431, -0.41512, 0.92621], [2.48798, -0.55609, -0.78679]],
  "lowdin_charge": [0.117, -0.155, -0.059, -0.064, -0.097, 0.022, 0.078, 0.079, 0.079],
  "smiles": "C#CC#CC",
  "homo_energy_ha": -0.341
}

=====

Arrangement d

{
  "formula": "C5H4",
  "method": "ωB97M-V/def2-TZVPD",
  "elements": ["C", "C", "C", "C", "C", "H", "H", "H", "H"],
  "positions_angstrom": [[1.23801, 0.57771, -0.00322], [2.40506, 1.06439, 0.17174], [0.33544, -0.65551, -0.06818], [0.44384, -1.96649, 0.05797], [-0.18144, 0.60504, -0.26803], [-0.42957, -2.59001, -0.04831], [1.38185, -2.45315, 0.26905], [-2.55684, 3.03579, 0.15393], [-2.63634, 2.38223, -0.26495]],
  "lowdin_charge": [-0.385, 0.219, -0.268, 0.109, 0.166, 0.076, 0.081, 0.008, -0.007],
  "homo_energy_ha": -0.366
}

=====

Which one sits at the top of the stability order? arrangement c does.

=====

Arrangement a

{
  "formula": "C5H4",
  "method": "ωB97M-V/def2-TZVPD",
  "elements": ["C", "C", "C", "C", "C", "H", "H", "H", "H"],
  "positions_angstrom": [[-1.57679, -0.96457, -1.19535], [-0.36973, -0.61089, -0.76867], [0.68516, -0.14006, -0.08095], [0.54952, 0.76633, 0.99910], [0.45704, 1.46291, 1.97901], [-1.97347, -0.63705, -2.16837], [-0.23347, -1.75203, -0.91292], [1.64999, -0.60559, -0.25362], [0.38323, 2.08152, 2.84263]],
  "lowdin_charge": [0.138, -0.268, -0.155, -0.162, 0.107, 0.049, 0.165, 0.106, 0.020],
  "homo_energy_ha": -0.293
}

=====

Arrangement b

{
  "formula": "C5H4",
  "method": "ωB97M-V/def2-TZVPD",
  "elements": ["C", "C", "C", "C", "C", "H", "H", "H", "H"],
  "positions_angstrom": [[-0.29767, 1.12519, -0.74225], [0.23456, 1.13211, 0.50746], [0.05725, -0.92962, 0.61762], [-0.48240, 0.62433, -1.86098], [0.72335, 0.15626, 1.24186], [0.22503, -1.10355, -0.35546], [-0.42455, -1.80748, 1.10477], [-1.07461, 0.60457, -2.75747], [1.03905, 0.19819, 2.24444]],
  "lowdin_charge": [-0.183, -0.032, 0.060, 0.108, -0.169, 0.011, 0.096, 0.028, 0.081],
  "homo_energy_ha": [-0.294, -0.286]
}

=====

Which one sits at the top of the stability order? arrangement a does.

=====

Arrangement a

{
  "formula": "C2H8N",
  "method": "ωB97M-V/def2-TZVPD",
  "elements": ["N", "H", "H", "H", "H", "C", "C", "H", "H", "H", "H"],
  "positions_angstrom": [[-1.30965, -0.19584, -0.97046], [-1.09263, 0.77311, -0.61102], [-1.75449, 0.04682, -1.83058], [-0.40269, -0.66261, -0.87832], [-2.09007, -0.53359, -0.50169], [1.70148, -0.30522, 0.70584], [0.64383, 0.46387, 1.18666], [1.47574, -1.34682, 0.34268], [2.45631, 0.26111, 0.22082], [-0.30108, -0.05227, 1.36827], [0.67325, 1.55144, 0.96780]],
  "lowdin_charge": [0.327, 0.163, 0.150, 0.134, 0.126, -0.034, -0.089, 0.073, 0.043, 0.036, 0.072],
  "homo_energy_ha": -0.531,
  "total_charge": 1
}

=====

Arrangement b

{
  "formula": "C2H8N",
  "method": "ωB97M-V/def2-TZVPD",
  "elements": ["N", "H", "H", "H", "H", "C", "C", "H", "H", "H", "H"],
  "positions_angstrom": [[-0.93940, -0.64999, -1.18300], [-1.16177, 0.30119, -1.49044], [-1.55819, -1.25891, -1.71977], [0.05289, -0.78845, -1.40034], [-0.91455, -0.83926, -0.17628], [0.55038, 0.44522, 1.67143], [0.95359, 0.54557, 0.40327], [-0.34103, 0.97786, 1.97803], [1.09290, -0.17608, 2.36904], [0.52815, 1.33048, -0.25266], [1.73704, 0.11238, -0.19928]],
  "lowdin_charge": [0.294, 0.157, 0.162, 0.134, 0.131, -0.017, -0.127, 0.071, 0.070, 0.064, 0.061],
  "homo_energy_ha": -0.545,
  "total_charge": 1
}

=====

Which one sits at the top of the stability order? arrangement b does.

=====

Arrangement a

{
  "formula": "CH3O4Si",
  "method": "ωB97M-V/def2-TZVPD",
  "elements": ["C", "O", "O", "O", "O", "Si", "H", "H", "H"],
  "positions_angstrom": [[1.32643, 0.01582, -0.45171], [2.06138, 1.03378, -0.38385], [1.98806, -1.16072, 0.03733], [-1.58083, 1.42694, -0.40177], [-2.07202, -1.29973, -0.41282], [-1.46217, -0.07223, 0.18522], [-0.71497, 1.63893, -0.73372], [1.33269, -1.47135, 0.68789], [-0.87857, -0.11144, 1.47345]],
  "lowdin_charge": [-0.431, -0.154, -0.132, -0.188, -0.400, 0.303, 0.009, 0.034, -0.039],
  "homo_energy_ha": -0.131,
  "total_charge": -1
}

=====

Arrangement b

{
  "formula": "CH3O4Si",
  "method": "ωB97M-V/def2-TZVPD",
  "elements": ["C", "O", "O", "O", "O", "Si", "H", "H", "H"],
  "positions_angstrom": [[0.93743, -0.01554, 0.43967], [0.04190, -1.88533, 0.71967], [1.86910, 0.12661, 1.06562], [-1.66725, 0.20458, -0.74755], [-0.31549, 2.45640, 0.19313], [-0.29412, 1.12466, -0.55855], [-1.63594, -0.78812, -0.59682], [0.59917, -2.20376, 1.48933], [0.46520, 0.98051, -2.00449]],
  "lowdin_charge": [-0.195, -0.405, 0.123, -0.237, -0.409, 0.113, 0.058, -0.044, -0.003],
  "homo_energy_ha": -0.183,
  "total_charge": -1
}

=====

Arrangement c

{
  "formula": "CH3O4Si",
  "method": "ωB97M-V/def2-TZVPD",
  "elements": ["C", "O", "O", "O", "O", "Si", "H", "H", "H"],
  "positions_angstrom": [[-0.48700, 0.91169, -0.45827], [-1.28112, -0.26672, -2.79378], [-0.35701, 1.97216, 0.01101], [0.28598, -0.37092, 0.60433], [1.28113, -1.88677, 2.62832], [1.14820, -0.61566, 1.83668], [-1.26095, -0.74513, -1.92948], [-1.27705, 0.62027, -2.43103], [1.94781, 0.38107, 2.53221]],
  "lowdin_charge": [-0.154, -0.142, -0.019, -0.391, -0.450, 0.221, 0.019, -0.042, -0.043],
  "homo_energy_ha": -0.186,
  "total_charge": -1
}

=====

Which one sits at the top of the stability order? arrangement b does.

=====

Arrangement a

{
  "formula": "C2H11N2Si",
  "method": "ωB97M-V/def2-TZVPD",
  "elements": ["C", "C", "N", "N", "Si", "H", "H", "H", "H", "H", "H", "H", "H", "H", "H", "H"],
  "positions_angstrom": [[-0.98124, 0.17119, -0.38710], [-0.54153, 1.55022, 0.04974], [0.64037, 1.92406, -0.29444], [2.28285, -0.04058, -1.20367], [-2.51914, -2.32763, 2.74909], [-1.79231, 0.02339, -1.10838], [-0.04543, -0.31990, -0.62868], [-1.62524, -0.19912, 0.49280], [0.88943, 2.91346, -0.24376], [1.13036, 1.40864, -0.96229], [1.94965, -0.98952, -1.61903], [2.67699, -0.47719, -0.36678], [3.18321, 0.13655, -1.78437], [-2.64560, -3.76893, 3.06651], [-1.40654, -2.23727, 1.73693], [-1.19585, 2.23264, 0.50344]],
  "lowdin_charge": [-0.015, -0.027, 0.210, -0.032, 0.585, 0.113, 0.056, 0.076, 0.166, 0.038, 0.088, 0.042, 0.093, -0.249, -0.275, 0.133],
  "homo_energy_ha": -0.410,
  "total_charge": 1
}

=====

Arrangement b

{
  "formula": "C2H11N2Si",
  "method": "ωB97M-V/def2-TZVPD",
  "elements": ["C", "C", "N", "N", "Si", "H", "H", "H", "H", "H", "H", "H", "H", "H", "H", "H"],
  "positions_angstrom": [[-2.98570, -0.37538, -0.04959], [-1.47807, -0.49153, 0.13744], [1.71437, 1.08710, 0.10570], [-0.73536, 0.46908, -0.16042], [2.72293, -0.51621, -0.09577], [-3.49744, -1.11179, 0.55311], [-3.10310, -1.02267, -1.01069], [-3.26932, 0.61314, 0.02313], [-0.92024, -1.40795, 0.24781], [2.03292, 1.97615, -0.26614], [0.60644, 0.93244, -0.16957], [1.52571, 1.14564, 1.11547], [-1.12361, 1.38574, -0.29741], [4.20852, -0.54578, 0.23753], [2.27447, -1.08695, -1.37476], [2.02749, -1.05102, 1.00414]],
  "lowdin_charge": [-0.020, -0.183, -0.088, 0.064, 0.738, 0.077, 0.139, 0.055, 0.121, 0.095, 0.018, 0.088, 0.098, -0.050, -0.063, -0.088],
  "homo_energy_ha": -0.541,
  "total_charge": 1
}

=====

Which one sits at the top of the stability order? arrangement b does.

=====

Arrangement a

{
  "formula": "C4H13N2OS",
  "method": "ωB97M-V/def2-TZVPD",
  "elements": ["C", "N", "C", "N", "C", "C", "S", "H", "H", "H", "H", "H", "H", "H", "H", "H", "H", "H", "H", "H", "O"],
  "positions_angstrom": [[-1.12664, 1.35752, 0.54390], [-1.70298, 0.05426, 0.84525], [-1.16383, -1.05666, 0.04992], [-0.33857, -2.01576, 0.74223], [0.37256, 1.54889, 0.68433], [1.26603, 1.28620, -0.56547], [2.77787, 0.30137, -0.09166], [-1.52498, 1.68433, -0.41993], [-1.63250, 2.12129, 1.16733], [-1.77686, -0.19834, 1.81332], [-0.55598, -0.69233, -0.76979], [-2.00207, -1.58347, -0.43150], [0.41992, -1.56606, 1.24066], [-0.73680, -2.66379, 1.41129], [0.78511, 0.86672, 1.42556], [0.57754, 2.58311, 0.96665], [0.82378, 0.98240, -1.51079], [1.76241, 2.21949, -0.86351], [0.75266, -2.11733, -1.57764], [1.79553, -1.17938, -2.26303], [1.22781, -1.93246, -2.39711]],
  "lowdin_charge": [-0.277, -0.077, -0.320, 0.010, -0.296, -0.730, 0.116, 0.103, 0.098, 0.087, 0.081, 0.104, 0.045, 0.053, 0.042, 0.089, 0.027, 0.004, -0.009, -0.045, -0.106],
  "homo_energy_ha": -0.096,
  "total_charge": -1
}

=====

Arrangement b

{
  "formula": "C4H13N2OS",
  "method": "ωB97M-V/def2-TZVPD",
  "elements": ["C", "C", "C", "S", "N", "C", "N", "H", "H", "H", "H", "H", "H", "H", "H", "H", "H", "H", "H", "H", "O"],
  "positions_angstrom": [[0.99687, -1.10865, 0.83446], [0.29499, -1.08856, -0.54632], [-1.15121, -0.49690, -0.56482], [-2.39631, -1.31569, 0.39690], [1.15134, -0.41095, -1.57872], [1.36773, 1.03668, -1.43221], [2.45013, 1.50996, -0.56993], [1.99974, -0.70888, 0.79953], [1.05711, -2.09130, 1.25911], [0.59381, -0.30110, 1.46805], [0.13922, -2.17315, -0.67602], [-1.13514, 0.53693, -0.19837], [-1.32978, -0.45031, -1.66412], [0.81352, -0.57626, -2.51499], [1.58507, 1.51337, -2.40123], [0.45955, 1.49489, -1.02591], [3.31009, 1.75574, -1.04001], [2.64598, 0.88255, 0.18047], [-1.11547, 1.54744, 2.78337], [-0.88656, 2.72582, 1.81522], [-0.53904, 2.29020, 2.58670]],
  "lowdin_charge": [-0.086, -0.447, -0.837, 0.112, -0.053, -0.317, -0.002, 0.029, 0.058, 0.068, 0.105, 0.005, 0.048, 0.079, 0.109, 0.086, 0.044, 0.020, 0.029, 0.019, -0.068],
  "homo_energy_ha": -0.091,
  "total_charge": -1
}

=====

Arrangement c

{
  "formula": "C4H13N2OS",
  "method": "ωB97M-V/def2-TZVPD",
  "elements": ["C", "C", "S", "N", "H", "H", "H", "H", "H", "H", "C", "O", "C", "N", "H", "H", "H", "H", "H", "H", "H"],
  "positions_angstrom": [[0.60538, 2.31012, -1.34555], [-0.55113, 1.62057, -2.06984], [-0.26965, -0.18356, -2.21988], [1.90598, 2.12751, -1.98919], [0.66185, 1.89165, -0.33829], [0.41518, 3.39000, -1.25983], [-0.67092, 2.05890, -3.07011], [-1.48455, 1.80462, -1.52417], [1.93769, 2.65804, -2.85243], [1.94745, 1.14085, -2.25009], [-0.16383, -2.16258, 2.45345], [0.98548, -1.68779, 3.17063], [-0.31899, -1.31305, 1.20668], [-1.51691, -1.72433, 0.48812], [-0.02224, -3.20764, 2.16504], [-1.07115, -2.09597, 3.06685], [1.15750, -2.29213, 3.89372], [-0.30561, -0.25165, 1.48276], [0.56403, -1.43955, 0.58146], [-1.46651, -1.36102, -0.48151], [-2.33904, -1.28298, 0.89219]],
  "lowdin_charge": [-0.425, -0.732, 0.230, -0.056, 0.078, 0.087, 0.027, 0.029, 0.040, -0.008, -0.283, -0.092, -0.323, -0.037, 0.107, 0.103, 0.063, 0.105, 0.094, -0.057, 0.050],
  "homo_energy_ha": -0.102,
  "total_charge": -1
}

=====

Which one sits at the top of the stability order? arrangement c does.